A structure of composition C24H42NP3PtS at a distorted geometry, computed with the ωB97M-V functional and the def2-TZVPD basis.

**Total energy**: -2534.3569 hartree
**2S+1**: 5
**⟨S²⟩**: 6.026
**ΔE to the lowest compared entry with this formula, charge and spin**: 0.0 kcal per mole
**Net charge**: +4

XYZ file:
```
72
C24H42NP3PtS | the Open Molecules 2025 dataset | the ωB97M-V functional and the def2-TZVPD basis
Pt 0.001 0.401 -0.476
P 2.265 1.122 0.844
P -1.863 1.842 0.213
P 0.586 1.515 -2.367
H 0.189 -4.110 2.157
C 0.383 -4.338 1.095
C 1.611 -4.216 0.570
H 2.491 -3.973 1.193
C 2.622 0.145 2.329
C 1.796 2.787 1.369
C 3.803 1.201 -0.119
C -3.506 1.095 -0.129
C -1.938 2.218 1.992
C -1.959 3.492 -0.562
C 1.810 0.574 -3.309
C 1.293 3.164 -2.080
C -0.775 1.774 -3.547
H -0.471 -4.608 0.467
H 1.790 -4.473 -0.483
H 2.457 -0.919 2.126
H 1.982 0.451 3.170
H 3.680 0.250 2.608
H 0.907 2.755 2.007
H 1.594 3.463 0.535
H 2.611 3.211 1.973
H 3.920 0.267 -0.684
H 4.628 1.259 0.603
H 3.840 2.057 -0.800
H -4.292 1.810 0.168
H -3.611 0.168 0.456
H -3.607 0.845 -1.196
H -2.550 3.118 2.135
H -0.943 2.412 2.404
H -2.396 1.388 2.543
H -2.838 4.022 -0.156
H -2.054 3.430 -1.653
H -1.065 4.068 -0.288
H 1.259 -0.149 -3.935
H 2.497 0.068 -2.613
H 2.386 1.255 -3.957
H 1.456 3.602 -3.081
H 2.264 3.093 -1.568
H 0.614 3.809 -1.502
H -0.784 0.946 -4.269
H -0.598 2.737 -4.061
H -1.740 1.813 -3.018
C -1.231 -1.997 -3.181
C -2.083 -2.108 -4.317
C -1.816 -3.053 -5.303
C -0.690 -3.875 -5.212
C 0.215 -3.704 -4.156
C -0.046 -2.776 -3.149
S -1.678 -1.032 -1.847
H 1.642 -0.006 -0.067
H -2.953 -1.440 -4.382
H -2.494 -3.160 -6.147
H -0.509 -4.653 -5.951
H 1.126 -4.287 -4.113
H 0.648 -2.642 -2.310
N -0.475 -0.530 1.242
C -0.667 -0.767 2.381
C -0.773 -0.952 3.780
C -1.950 -0.583 4.472
C -1.933 -0.537 5.865
C -0.772 -0.915 6.556
C 0.343 -1.402 5.876
C 0.331 -1.480 4.490
H -2.860 -0.315 3.933
H -2.804 -0.179 6.416
H -0.742 -0.843 7.647
H 1.242 -1.711 6.431
H 1.184 -1.895 3.944
```

Löwdin population analysis, charges in e, atoms 1 to 2: 0.604 0.816